Molecular formula: C52H143N13O13
Method: DFT, ωB97M-V with the def2-TZVPD basis set

```
221
C52H143N13O13 | OMol25 | ωB97M-V with the def2-TZVPD basis set
O -1.394 -4.441 -6.458
O 8.456 -2.540 2.059
O 6.598 -6.724 -3.536
O -2.682 3.717 -7.165
O -4.739 7.976 7.581
O -6.976 -3.441 4.421
O 0.738 10.861 -0.963
O -5.806 -4.896 -2.109
O 8.367 1.407 -7.013
O -8.031 1.024 -0.195
O 2.989 0.297 -1.445
O 2.360 -2.990 9.025
O 5.602 1.741 6.898
N -6.282 -8.389 -1.409
N 9.149 -5.077 3.116
N -0.153 -1.603 9.537
N 8.408 -2.054 -8.557
N 3.830 4.771 5.847
N 5.071 -4.676 -0.907
N -0.541 -6.837 -8.034
N -9.062 -4.472 5.694
N -3.938 5.513 -10.172
N -9.879 -0.772 -1.273
N 0.726 7.929 -0.487
N -1.775 7.960 7.169
N 0.876 2.075 1.019
C -0.393 8.593 -1.114
C -6.020 -2.422 4.256
C -5.271 -3.792 -1.477
C -2.298 5.826 6.085
C 2.496 1.486 -0.896
C -7.928 -6.698 -1.668
C -1.496 8.882 -0.066
C 8.331 0.444 -8.049
C 9.147 -1.804 1.028
C 0.135 0.613 -0.695
C 6.188 -5.515 -3.007
C 1.267 11.910 -1.698
C 9.219 -2.621 3.300
C -4.916 3.701 -9.061
C 4.604 3.576 5.704
C -10.901 0.924 0.333
C 7.708 2.633 -7.153
C -6.517 -7.097 -1.998
C 9.189 -4.171 5.356
C 0.145 9.903 -1.848
C -5.454 -6.139 -1.496
C 3.573 -5.667 -2.345
C 2.062 -1.689 8.410
C 6.437 1.389 7.966
C -0.050 -0.582 7.400
C -2.720 4.690 -8.217
C 8.728 -1.029 -7.540
C 0.524 -1.689 8.285
C -9.178 -4.215 4.263
C -1.357 -5.812 -6.028
C 1.320 1.122 0.054
C -8.298 -3.063 3.981
C -3.879 6.830 7.489
C 2.796 -3.892 8.038
C -6.803 1.699 -0.246
C 8.713 -3.908 3.913
C 3.894 0.477 -2.537
C -5.887 7.819 8.360
C -1.356 3.427 -6.708
C -2.856 7.137 6.605
C 5.110 -5.674 -1.912
C -1.526 -6.853 -7.097
C 5.051 3.110 7.091
C -0.962 -3.367 -5.634
C 5.817 3.933 4.766
C -9.005 1.600 -1.194
C 7.527 -6.721 -4.621
C -4.089 4.922 -8.850
C -1.641 -8.287 -6.525
C -10.641 -3.897 3.911
C 10.181 -1.228 -7.249
C -10.203 0.662 -1.108
H 4.524 1.322 -2.263
H -0.346 1.424 -1.241
H 8.895 -5.187 5.620
H -4.562 5.669 -8.213
H 5.290 -6.602 -1.370
H -3.094 5.233 5.635
H -11.057 -2.968 4.302
H -0.512 -5.975 -8.560
H -1.135 -0.687 7.400
H 10.765 -0.989 -8.138
H -3.487 6.666 8.493
H 3.029 -4.877 8.443
H 8.257 3.371 -7.738
H -6.528 -7.046 -3.087
H -0.902 -2.398 -6.130
H 6.542 3.150 4.543
H 8.592 -1.936 0.099
H 2.380 -0.867 9.051
H -10.782 -3.822 2.833
H -6.325 1.714 -1.226
H -8.129 -5.650 -1.892
H -2.162 -5.912 -5.300
H -8.213 -6.774 -0.619
H 4.140 5.327 6.631
H -1.993 4.403 -8.976
H 3.322 -4.611 -2.447
H -1.770 -9.034 -7.308
H 3.048 -6.099 -1.494
H 5.349 3.907 3.782
H -1.565 -3.336 -4.727
H 0.002 -3.633 -5.200
H -2.625 -8.314 -6.056
H -10.957 0.902 -1.857
H -2.501 5.652 -7.755
H 3.386 -6.252 -3.246
H 0.382 -0.658 6.402
H -5.621 -3.733 -0.446
H 3.320 0.697 -3.437
H 7.048 -4.969 -2.618
H 1.720 2.610 1.171
H 6.770 0.358 7.845
H -0.466 -6.013 -5.432
H 10.429 -2.251 -6.967
H 5.760 -4.822 -3.732
H 9.036 -1.737 3.911
H 0.224 7.211 0.015
H 10.148 -2.223 0.928
H -9.308 -3.579 6.096
H 10.573 -0.627 -6.430
H 4.303 3.084 7.884
H 6.275 4.918 4.855
H -0.710 4.240 -6.377
H 1.959 -3.981 7.346
H -6.229 1.054 0.419
H -8.625 -2.205 4.568
H -3.192 7.823 5.827
H -8.906 -5.080 3.658
H -8.227 -2.810 2.923
H 9.015 -4.720 2.181
H -0.776 2.790 -7.376
H -5.206 -2.422 4.982
H 10.298 -2.704 3.174
H -11.098 1.936 0.688
H -2.415 9.314 -0.463
H 0.404 12.511 -1.986
H -1.458 2.846 -5.792
H -4.414 5.919 7.222
H 8.499 -6.563 -4.154
H -8.752 1.595 -2.254
H 0.383 -6.898 -7.631
H 0.252 -2.655 7.860
H 7.356 1.974 7.952
H -0.782 7.931 -1.888
H 0.484 -0.199 -1.333
H -8.663 -7.254 -2.249
H -5.771 7.588 9.419
H -5.830 3.775 -9.650
H 0.554 1.749 1.919
H -5.280 -8.455 -1.298
H 7.790 -1.708 -9.277
H -4.438 -6.331 -1.841
H 3.298 1.823 -0.239
H -5.403 -6.090 -0.408
H 2.614 -1.498 7.490
H -1.704 5.909 5.175
H 7.493 -5.908 -5.347
H -6.360 8.797 8.272
H 2.352 2.340 -1.558
H 8.525 -5.865 3.216
H 9.143 -0.718 1.124
H 1.002 8.518 0.286
H -7.028 2.667 0.202
H -2.159 8.842 7.477
H 1.848 12.617 -1.105
H -1.706 5.235 6.783
H -11.826 0.349 0.380
H -1.109 8.166 6.437
H -4.849 5.834 -10.468
H -1.310 9.484 0.822
H 0.270 -0.818 10.012
H -5.797 -2.969 -1.961
H -4.337 2.833 -9.376
H 8.731 -3.398 5.973
H 1.957 11.556 -2.463
H -10.218 0.694 1.151
H 7.707 -7.673 -5.121
H 0.203 0.421 7.742
H 3.961 2.800 5.287
H 10.259 -3.967 5.399
H 3.871 5.397 5.056
H -6.462 7.002 7.924
H 4.641 -0.310 -2.647
H -9.673 -1.129 -2.195
H -9.191 -1.037 -0.583
H -5.183 3.393 -8.050
H 5.922 1.554 8.913
H -6.432 -1.414 4.197
H -1.743 7.905 0.351
H 8.153 -1.177 -6.626
H 6.054 -4.494 -0.768
H 6.715 2.382 -7.527
H -0.673 10.354 -2.409
H -0.618 0.202 -0.023
H 7.626 -3.943 3.986
H -9.856 -5.093 5.751
H -0.911 -8.523 -5.751
H -9.315 2.631 -1.025
H -6.533 -8.464 -0.434
H -3.476 6.405 -10.064
H 5.888 3.729 7.413
H 7.414 0.536 -8.631
H -2.475 -6.610 -7.575
H -5.487 -2.527 3.311
H 0.811 9.583 -2.650
H 9.264 -2.271 -9.047
H -4.197 -3.673 -1.621
H 4.614 -3.853 -1.274
H 7.533 3.007 -6.145
H 9.119 0.806 -8.709
H 1.691 0.411 0.793
H 3.656 -3.591 7.440
H -1.132 -1.364 9.462
H -11.282 -4.740 4.169
```

For the HOMO energy, the calculation gives -0.330 hartree. The value obtained for the calculated total energy is -3756.37949 Ha. The relative energy (zero: lowest compared OMol25 entry of this formula, charge and spin) is 226.3 kcal/mol. The calculation puts the HOMO-LUMO gap at 9.05 eV.